DFT (ωB97M-V/def2-TZVPD) results for a cluster of 3 separate species, C17H40BF5NO6P2 in total.

Computed properties:
Kohn-Sham gap = 0.2869 Eh
net charge = -1
electronic energy = -64903.295 eV

Atoms and positions in Å:
N (-0.3940, -0.3912, 2.1574)
P (0.5514, -1.5502, 1.6860)
O (0.3722, -1.8119, 0.0540)
O (2.1166, -1.1028, 1.7672)
B (0.3949, -3.2613, 2.6934)
O (1.5167, -3.1807, 3.6532)
C (-1.0297, -3.3771, 3.4636)
C (-2.3348, -3.6591, 2.7025)
C (-2.4572, -2.8386, 1.4202)
C (-3.7833, -2.9719, 0.6978)
F (-4.3694, -4.2081, 0.8434)
F (-3.6115, -2.7901, -0.6610)
C (-4.8457, -1.9157, 1.1314)
F (-4.6750, -0.7844, 0.4387)
F (-4.7360, -1.6000, 2.4276)
F (-6.0952, -2.3464, 0.9259)
P (0.8533, -4.8150, 1.5667)
O (1.5398, -5.9292, 2.2609)
O (1.7830, -4.2885, 0.2999)
O (-0.4773, -5.3442, 0.7601)
H (0.1066, 0.4520, 2.4143)
H (1.2395, -1.7827, -0.3702)
H (2.6690, -1.8748, 1.9644)
H (1.2009, -2.7674, 4.4636)
H (-1.1430, -2.4435, 4.0367)
H (-0.8885, -4.1831, 4.2005)
H (-2.4114, -4.7244, 2.4585)
H (-3.1961, -3.4245, 3.3438)
H (-1.6956, -3.1225, 0.6898)
H (-2.3012, -1.7724, 1.6318)
H (1.2367, -4.0164, -0.4473)
H (-0.3949, -5.3597, -0.1977)
C (2.9718, 2.2296, -0.6898)
C (3.9897, 1.1205, -0.4436)
C (4.9992, 1.4512, 0.6532)
C (5.8835, 2.6676, 0.3708)
C (6.6957, 2.5859, -0.9209)
C (7.6831, 1.4230, -0.9465)
H (3.4486, 3.1524, -1.0277)
H (2.2500, 1.9341, -1.4524)
H (2.4143, 2.4486, 0.2228)
H (4.5102, 0.8846, -1.3774)
H (3.4554, 0.2145, -0.1505)
H (5.6279, 0.5747, 0.8333)
H (4.4566, 1.6240, 1.5871)
H (6.5719, 2.8004, 1.2123)
H (5.2662, 3.5698, 0.3434)
H (7.2453, 3.5232, -1.0469)
H (6.0231, 2.5115, -1.7797)
H (8.3882, 1.4948, -0.1154)
H (8.2584, 1.4177, -1.8739)
H (7.1734, 0.4618, -0.8710)
C (-4.3079, 4.7705, -3.5181)
C (-3.0866, 3.8713, -3.3509)
C (-3.4066, 2.3812, -3.4561)
C (-4.3728, 1.8549, -2.3933)
C (-3.9229, 2.0774, -0.9501)
C (-2.6094, 1.3809, -0.6074)
H (-5.0510, 4.5871, -2.7410)
H (-4.0294, 5.8245, -3.4640)
H (-4.7853, 4.6006, -4.4861)
H (-2.6068, 4.0817, -2.3916)
H (-2.3504, 4.1240, -4.1193)
H (-2.4729, 1.8152, -3.4104)
H (-3.8324, 2.1799, -4.4453)
H (-4.5124, 0.7815, -2.5545)
H (-5.3580, 2.3102, -2.5362)
H (-4.7067, 1.7067, -0.2862)
H (-3.8349, 3.1493, -0.7448)
H (-2.6811, 0.3057, -0.7730)
H (-2.3415, 1.5325, 0.4382)
H (-1.7843, 1.7603, -1.2141)

Force components x, y, z for each atom (eV/Å):
0.375 -0.222 0.136
-0.688 0.245 0.256
0.210 0.079 -0.244
0.295 -0.157 -0.345
-0.010 -0.009 0.080
-0.081 0.106 0.006
-0.001 -0.167 0.049
-0.194 -0.017 0.054
-0.165 0.138 -0.243
-0.049 -0.152 -0.168
0.339 0.481 -0.010
-0.166 -0.141 0.503
0.155 0.035 -0.014
-0.075 -0.009 -0.015
-0.033 -0.191 0.036
-0.030 0.014 -0.102
0.437 -0.499 0.301
-0.226 0.377 -0.343
-0.049 -0.381 -0.122
-0.070 0.284 -0.002
-0.134 0.103 -0.166
-0.091 0.084 0.063
-0.101 0.046 0.243
0.078 -0.035 -0.075
0.008 -0.073 -0.129
-0.071 0.121 -0.046
0.084 0.180 -0.035
0.146 -0.096 -0.030
-0.069 -0.072 0.127
0.023 -0.120 -0.029
0.085 0.240 0.204
0.035 -0.149 0.036
0.037 -0.033 -0.041
-0.073 -0.026 -0.005
0.021 -0.005 0.007
-0.014 0.009 0.011
0.049 -0.007 0.021
-0.034 0.038 -0.050
-0.005 0.008 0.008
-0.017 0.003 0.011
0.001 0.013 0.010
0.021 0.005 0.007
0.004 0.003 0.016
0.005 0.006 0.002
-0.017 -0.017 -0.001
0.009 0.004 -0.004
-0.011 -0.006 0.001
-0.005 0.003 -0.017
-0.018 0.007 0.005
-0.007 -0.023 0.017
0.014 -0.006 0.009
0.002 -0.005 0.008
0.063 0.014 0.026
-0.023 0.015 -0.045
0.007 -0.027 -0.010
-0.040 0.016 0.007
0.059 -0.057 0.002
-0.032 0.127 0.010
-0.008 -0.006 -0.001
-0.011 0.003 -0.009
-0.026 -0.015 0.006
0.007 -0.018 0.007
0.011 0.010 0.011
-0.005 -0.005 0.018
0.002 0.014 -0.008
0.006 -0.008 0.013
0.003 0.004 -0.019
-0.009 0.011 0.019
-0.022 0.013 -0.019
0.041 -0.016 -0.013
0.030 -0.077 -0.001
0.017 -0.012 0.011



DFT (ωB97M-V/def2-TZVPD) results for a cluster of 4 separate species, C17H40BrN3O2 in total at a distorted geometry.

Computed properties:
Kohn-Sham gap = 0.3411 Eh
net charge = +2
electronic energy = -96870.332 eV

Atoms and positions in Å:
Br (1.2909, 1.4119, -1.1024)
C (0.3910, 5.5049, -2.2081)
C (0.7276, 5.5199, -0.7635)
O (1.4830, 6.2150, -0.2417)
N (-0.0130, 4.5073, 0.1378)
H (-0.9173, 4.2715, -0.2452)
H (0.3992, 3.5947, 0.2693)
C (-0.2164, 5.1621, 1.5367)
H (-0.5134, 6.0245, -2.5249)
H (0.3544, 4.4759, -2.5658)
H (1.2209, 5.9551, -2.7527)
H (-0.7298, 6.1117, 1.3855)
H (0.7352, 5.3805, 2.0212)
H (-0.7812, 4.4781, 2.1701)
C (3.6355, 2.2830, -5.5298)
C (3.1537, 1.0013, -4.9369)
O (2.3054, 0.2677, -5.4333)
N (3.6572, 0.7075, -3.5178)
H (4.5181, 1.1986, -3.3233)
H (2.9521, 1.0074, -2.8598)
C (3.7283, -0.8385, -3.1975)
H (3.1570, 2.5111, -6.4821)
H (4.7175, 2.1923, -5.6256)
H (3.5424, 3.1814, -4.9195)
H (3.7724, -0.9068, -2.1106)
H (4.6253, -1.3042, -3.6058)
H (2.7797, -1.3393, -3.3912)
C (-3.4663, -4.8904, 3.1834)
C (-2.3143, -4.2865, 3.9552)
C (-1.7082, -3.0396, 3.2895)
C (-1.2523, -3.1277, 1.8442)
N (-0.6983, -1.7930, 1.2432)
C (-0.3494, -1.9686, -0.2782)
C (1.0393, -2.4847, -0.3639)
C (1.6605, -2.6126, 1.0213)
C (0.7388, -1.6424, 1.8278)
C (-1.5471, -0.5392, 1.5376)
C (-2.9079, -0.5271, 0.8554)
C (-3.6993, 0.6879, 1.2327)
H (-3.6907, -5.8486, 3.6520)
H (-3.2151, -5.0263, 2.1314)
H (-4.2518, -4.1395, 3.2682)
H (-1.6258, -5.1296, 3.8981)
H (-2.7711, -4.0772, 4.9225)
H (-0.9954, -2.6239, 4.0017)
H (-2.5788, -2.3982, 3.4269)
H (-2.1539, -3.1101, 1.2318)
H (-0.6012, -3.9649, 1.5927)
H (-0.3956, -0.9651, -0.7010)
H (-1.0286, -2.6888, -0.7344)
H (1.6698, -1.8871, -1.0224)
H (0.8372, -3.3732, -0.9621)
H (2.6999, -2.3002, 0.9201)
H (1.6636, -3.5487, 1.5797)
H (0.9411, -0.6032, 1.5685)
H (0.7737, -1.6245, 2.9170)
H (-0.9844, 0.3093, 1.1483)
H (-1.6158, -0.4407, 2.6210)
H (-3.5243, -1.3885, 1.1125)
H (-2.7461, -0.6372, -0.2169)
H (-4.4335, 1.0722, 0.5248)
H (-3.0677, 1.5288, 1.5195)
H (-4.3768, 0.5146, 2.0688)

Force components x, y, z for each atom (eV/Å):
0.073 0.147 -0.057
0.393 -0.735 -0.876
-1.218 -1.189 -1.533
1.754 1.479 1.508
-0.847 1.323 1.873
-0.511 0.162 -0.338
1.181 -0.690 -0.442
0.024 -0.225 -0.461
-0.158 -0.015 0.482
-0.313 -0.180 0.080
-0.026 0.241 0.256
-0.118 -0.247 0.014
0.065 -0.247 -0.461
-0.084 0.069 -0.269
0.686 0.114 0.065
-3.446 -0.950 -1.442
2.963 1.742 1.958
-0.116 -2.915 -1.239
0.410 0.003 0.155
-1.084 0.890 0.888
0.183 0.934 0.986
0.141 -0.461 0.058
0.207 -0.017 -0.474
-0.387 -0.262 0.546
0.400 0.362 0.059
-0.371 0.224 -0.368
0.191 0.441 -0.939
-0.155 0.871 -0.251
0.580 -1.499 -1.545
-0.743 0.398 1.596
-1.821 1.665 -0.880
2.218 -0.997 0.859
-1.291 1.219 1.364
0.323 -1.608 -1.206
-0.860 0.754 0.886
0.106 1.625 -0.882
0.205 -0.802 -0.159
-0.027 -1.146 -0.361
-0.920 1.179 0.576
-0.516 0.176 -0.250
-0.151 -0.243 -0.034
-0.726 -0.546 -0.282
0.709 0.291 1.123
1.030 0.134 0.293
0.536 -0.052 -0.308
0.070 0.787 -0.772
-0.156 -1.234 0.039
0.103 0.297 -0.019
-0.435 -0.079 -0.097
-0.427 0.518 0.219
-0.159 0.403 0.313
1.112 -0.721 0.438
-0.144 0.282 0.633
-0.101 -0.398 -0.739
0.508 0.053 -0.226
-0.323 -0.748 -0.091
0.304 -0.121 -0.002
-0.013 -0.119 -0.036
0.213 -0.268 0.192
-0.014 0.341 -0.140
0.455 -0.251 -0.669
0.098 0.109 -0.051
0.420 -0.267 0.436



DFT (ωB97M-V/def2-TZVPD) results for a structure of composition C17H40BrO5PS at a distorted geometry.

Computed properties:
Kohn-Sham gap = 0.3250 Eh
net charge = 0
electronic energy = -118678.077 eV

Atoms and positions in Å:
C (9.3156, -1.9513, 3.6523)
O (9.2540, -0.8922, 2.6371)
C (8.2645, -1.1639, 1.5870)
C (6.8897, -0.2451, 1.6909)
C (6.6503, 0.4285, 3.1662)
C (5.0517, 0.6385, 3.5624)
O (4.1332, 0.4980, 2.4222)
S (3.1372, -0.8791, 2.5517)
O (2.9982, -1.3929, 1.0657)
O (3.8995, -2.1751, 3.3622)
P (3.4520, -3.6672, 2.5147)
O (4.9680, -4.1385, 1.7175)
Br (2.8323, -5.3013, 3.9662)
H (10.4196, -2.3958, 3.6812)
H (8.6042, -2.8622, 3.4751)
H (9.1362, -1.4600, 4.7246)
H (7.9233, -2.2779, 1.4909)
H (8.7906, -0.8764, 0.5543)
H (6.0137, -0.9300, 1.3108)
H (7.0539, 0.6456, 0.9134)
H (7.1817, -0.1470, 4.0447)
H (7.1655, 1.5037, 3.1269)
H (4.9705, 1.7774, 3.9114)
H (4.7318, 0.0101, 4.5209)
H (5.6651, -3.7308, 2.3391)
C (-2.6857, -0.1916, -2.3141)
C (-2.7168, -1.3820, -1.3686)
C (-2.1644, -1.0641, 0.0229)
C (-0.6885, -0.6477, 0.0633)
C (0.2941, -1.6622, -0.5276)
C (0.3074, -2.9896, 0.2149)
H (-1.6634, 0.1496, -2.5018)
H (-3.1253, -0.4648, -3.2790)
H (-3.2603, 0.6466, -1.9062)
H (-2.1728, -2.2205, -1.8155)
H (-3.7574, -1.7129, -1.2614)
H (-2.3144, -1.9375, 0.6679)
H (-2.7627, -0.2560, 0.4667)
H (-0.4136, -0.4543, 1.1074)
H (-0.5649, 0.3071, -0.4610)
H (1.3022, -1.2314, -0.4869)
H (0.0769, -1.8351, -1.5869)
H (0.5632, -2.8449, 1.2685)
H (1.0541, -3.6587, -0.2258)
H (-0.6614, -3.4935, 0.1589)
C (-6.5947, 0.6166, -1.8235)
C (-7.3996, 1.4794, -2.7826)
C (-6.5274, 2.3107, -3.7261)
C (-5.6157, 3.3378, -3.0424)
C (-6.3323, 4.3649, -2.1618)
C (-7.3002, 5.2483, -2.9339)
H (-5.9770, 1.2231, -1.1547)
H (-7.2669, 0.0177, -1.2002)
H (-5.9402, -0.0699, -2.3708)
H (-8.0764, 2.1264, -2.2150)
H (-8.0374, 0.8231, -3.3878)
H (-7.1773, 2.8222, -4.4455)
H (-5.8980, 1.6320, -4.3188)
H (-5.0515, 3.8684, -3.8190)
H (-4.8689, 2.8142, -2.4342)
H (-5.5756, 5.0061, -1.6928)
H (-6.8618, 3.8662, -1.3433)
H (-6.7835, 5.7888, -3.7322)
H (-7.7517, 5.9866, -2.2626)
H (-8.1121, 4.6659, -3.3781)

Force components x, y, z for each atom (eV/Å):
1.202 -0.192 1.190
-1.613 -2.236 -0.159
-0.363 0.694 -1.428
0.795 0.261 -0.442
0.047 0.389 -0.113
1.300 1.881 1.739
0.498 -2.485 1.390
-0.724 -0.876 -5.086
0.882 2.181 5.431
0.296 -0.606 -0.885
1.013 0.095 -2.646
-0.979 1.957 3.888
0.907 0.473 0.405
-2.286 0.979 -0.157
1.075 1.921 0.228
0.166 -1.153 -2.309
0.981 1.850 0.531
-1.118 -0.711 2.282
1.539 1.549 0.854
-0.719 -1.998 1.729
-1.108 0.949 -1.899
-1.223 -2.409 0.189
-0.082 -2.518 -0.845
0.608 1.022 -2.320
-0.959 -0.996 -1.474
0.008 -0.005 -0.220
-0.113 0.026 0.144
0.005 -0.058 0.116
-0.025 0.044 -0.169
0.136 0.205 0.055
0.027 -0.150 -0.170
-0.103 0.006 0.017
0.047 0.119 0.073
0.079 -0.040 -0.038
-0.006 0.029 0.068
0.124 -0.023 0.010
0.027 0.071 -0.029
0.041 -0.103 -0.074
0.010 -0.023 -0.044
-0.031 -0.055 0.053
-0.257 -0.082 -0.059
-0.065 0.030 0.034
-0.037 -0.035 -0.067
-0.074 0.037 0.152
0.045 0.007 0.045
-0.076 -0.103 0.192
0.022 -0.051 -0.175
-0.037 0.075 -0.090
0.043 -0.111 0.093
0.184 0.014 -0.064
-0.173 0.106 0.142
-0.012 -0.081 -0.055
0.147 0.029 -0.036
-0.011 0.082 0.073
0.032 0.009 -0.059
0.031 0.131 0.057
0.070 -0.022 0.041
-0.091 0.073 0.089
-0.042 -0.022 0.065
-0.047 0.018 -0.067
-0.073 -0.121 -0.004
0.052 -0.015 -0.044
-0.065 -0.055 0.014
0.013 -0.050 -0.157
0.062 0.072 -0.008



DFT (ωB97M-V/def2-TZVPD) results for a structure of composition C17H40CoN4O2PS4 at a distorted geometry.

Computed properties:
energy above the lowest of the compared OMol25 structures with the same formula, charge and spin = 0.470 eV
Kohn-Sham gap (alpha / beta) = 0.3164 / 0.3216 Eh
expectation value of S² = 0.87
multiplicity = 2
net charge = +1
electronic energy = -118587.741 eV

Atoms and positions in Å:
Co (0.2545, 0.1385, -0.1030)
C (-2.1874, -2.4313, 1.5005)
C (-3.2905, -1.7922, 0.6665)
S (-2.9687, -0.0199, 0.4055)
C (-3.8463, 0.2078, -1.1762)
C (-3.4543, 1.5454, -1.7884)
S (-1.6646, 1.8934, -1.7724)
C (-1.1051, 1.1860, -3.3525)
C (-1.0531, -0.3331, -3.4425)
S (0.1243, -1.1209, -2.2807)
C (-0.8742, -2.5784, -1.8180)
C (-0.3627, -3.2180, -0.5390)
S (-0.4623, -2.1776, 0.9518)
H (-2.3517, -3.5067, 1.5677)
H (-2.1915, -2.0204, 2.5105)
H (-4.2449, -1.8963, 1.1830)
H (-3.3794, -2.2765, -0.3047)
H (-4.9199, 0.1857, -0.9872)
H (-3.5972, -0.6254, -1.8343)
H (-3.8868, 2.3589, -1.2063)
H (-3.8162, 1.6248, -2.8136)
H (-0.1180, 1.6175, -3.5190)
H (-1.7751, 1.5631, -4.1254)
H (-0.7313, -0.6205, -4.4435)
H (-2.0370, -0.7626, -3.2654)
H (-0.8153, -3.2969, -2.6368)
H (-1.9048, -2.2483, -1.7142)
H (0.6993, -3.4514, -0.6411)
H (-0.9058, -4.1423, -0.3398)
N (0.7165, 3.0989, 2.7185)
C (0.6037, 2.3425, 1.6157)
O (0.0844, 1.2223, 1.6715)
C (1.1088, 2.9050, 0.3162)
C (1.3941, 1.7903, -0.6859)
H (0.3468, 2.7579, 3.5900)
H (1.0790, 4.0339, 2.6802)
H (1.9832, 3.5344, 0.5093)
H (0.3142, 3.5545, -0.0636)
H (2.4231, 1.4388, -0.6087)
H (1.2246, 2.1429, -1.7034)
C (3.9108, 1.2266, 1.8685)
N (4.4629, 0.0463, 1.2239)
C (5.8953, 0.0738, 0.9805)
P (3.5024, -1.2479, 0.8629)
O (2.1059, -0.8175, 0.5884)
N (3.6419, -2.2921, 2.1413)
C (4.5725, -2.1576, 3.2432)
C (3.0221, -3.6044, 2.0227)
N (4.1026, -2.0839, -0.4408)
C (5.2174, -3.0099, -0.3473)
C (3.8257, -1.6027, -1.7863)
H (4.3422, 1.3700, 2.8652)
H (2.8347, 1.1054, 1.9679)
H (4.1180, 2.1225, 1.2755)
H (6.4127, 0.4842, 1.8510)
H (6.1422, 0.6981, 0.1162)
H (6.2783, -0.9297, 0.8033)
H (4.9617, -1.1427, 3.2862)
H (5.4152, -2.8537, 3.1498)
H (4.0631, -2.3724, 4.1855)
H (2.3769, -3.6222, 1.1499)
H (2.4147, -3.8206, 2.9047)
H (3.7767, -4.3937, 1.9246)
H (5.4135, -3.2600, 0.6943)
H (6.1285, -2.5916, -0.7878)
H (4.9824, -3.9350, -0.8817)
H (3.0352, -0.8581, -1.7479)
H (3.4981, -2.4303, -2.4227)
H (4.7148, -1.1546, -2.2425)

Force components x, y, z for each atom (eV/Å):
0.629 0.585 -0.122
0.246 0.141 -0.228
-0.029 0.341 0.054
-0.114 -0.253 -0.152
0.069 -0.065 0.354
0.369 0.021 0.043
0.054 -0.046 -0.228
-0.143 0.044 0.349
0.215 -0.025 0.070
-0.193 0.393 0.551
0.149 0.109 -0.095
0.024 0.254 0.187
-0.170 0.252 -0.166
-0.012 -0.015 0.102
-0.007 -0.046 0.024
0.016 -0.169 0.008
-0.024 -0.027 -0.012
-0.024 0.006 -0.114
0.011 0.006 -0.013
-0.064 0.010 -0.053
-0.077 0.048 0.022
-0.023 0.014 -0.038
0.088 -0.006 -0.112
-0.076 0.007 -0.036
0.016 -0.019 0.001
-0.034 -0.010 0.000
-0.010 -0.002 0.026
-0.031 -0.088 0.009
0.061 -0.056 -0.027
-0.053 -0.103 0.034
0.077 0.376 -0.045
-0.001 -0.536 -0.382
0.018 -0.164 -0.070
-0.777 -0.984 0.181
-0.046 -0.009 0.001
0.033 -0.002 -0.046
-0.063 0.105 -0.014
-0.004 0.045 0.058
0.005 -0.041 0.010
0.013 -0.008 -0.026
0.003 -0.063 -0.003
-0.191 0.026 -0.143
-0.056 -0.023 -0.038
0.235 -0.178 0.135
-0.063 -0.098 -0.080
-0.028 -0.018 -0.411
0.010 0.062 0.045
0.023 0.069 0.197
0.027 0.238 0.275
-0.063 -0.099 -0.011
0.021 -0.013 0.007
0.010 -0.012 -0.008
0.025 0.033 0.011
-0.019 -0.002 -0.008
0.017 -0.051 0.027
0.004 0.000 0.016
0.025 0.043 0.002
-0.005 -0.044 0.031
-0.010 0.001 -0.008
0.013 0.013 0.002
-0.077 -0.073 -0.055
-0.008 0.012 -0.014
-0.030 0.021 -0.023
0.040 -0.003 -0.052
-0.005 0.009 0.015
0.014 0.015 0.004
-0.037 0.011 -0.057
-0.001 0.036 0.010
0.007 0.003 0.029



Question: Number 4 is which compound?
Answer: C17H40CoN4O2PS4